Entry 1:
Here is an isolated molecule of C3H7NO2 from OMol25. Energies are from ωB97M-V/def2-TZVPD.

Geometry as XYZ:
```
13
Properties=species:S:1:pos:R:3:forces:R:3:nbo_charge:R:1
C -0.8659 1.5180 0.3411 0.0 0.1 0.0 -0.66
C -0.3034 0.2122 -0.1518 -0.2 -0.2 0.2 0.24
C 1.1856 -0.0490 0.0136 -0.1 0.3 0.2 -0.13
O 1.7507 -0.9736 -0.8687 0.0 -0.2 0.0 -0.71
N -1.1915 -0.6456 -0.4701 0.2 0.4 0.3 -0.16
O -0.6445 -1.9615 -0.6010 -0.1 -0.2 0.1 -0.62
H -1.8171 1.7486 -0.1451 0.2 0.0 0.0 0.25
H -1.0868 1.3720 1.4053 0.1 0.2 -0.1 0.23
H -0.1709 2.3542 0.2437 -0.1 -0.1 -0.1 0.22
H 1.3334 -0.3318 1.0737 0.0 0.0 -0.1 0.18
H 1.7286 0.8906 -0.1315 -0.2 -0.1 0.1 0.20
H 1.1566 -1.7404 -0.8583 0.1 0.1 -0.1 0.49
H -1.0748 -2.3937 0.1492 0.0 -0.2 -0.3 0.48
```
Forces are in eV/Å.

Output
E_tot = -8807.4216 eV
Molecular weight = 89.09 g mol⁻¹
Frontier orbital gap = 0.393 Eh
Relative energy (zero: lowest compared OMol25 entry of this formula, charge and spin) = 71.66 kcal per mole

Entry 2:
Here is a cluster of 2 separate species, C3H7NO2 in total in a non-equilibrium geometry from OMol25. Energies are from ωB97M-V/def2-TZVPD.

Geometry as XYZ:
```
13
Properties=species:S:1:pos:R:3:forces:R:3:nbo_charge:R:1
C -2.1793 0.1122 0.8074 0.4 0.6 0.1 -0.16
N -2.1067 -0.4576 -0.3088 -0.3 -0.9 -0.7 -0.11
O -1.3198 0.1692 -1.2658 0.0 0.3 0.4 -0.57
H -2.7895 -0.3692 1.5510 -0.1 -0.2 0.1 0.20
H -1.6785 1.0437 1.0590 0.1 0.1 -0.1 0.17
H -1.3686 -0.4092 -2.0404 -0.1 0.0 0.3 0.49
C 1.7435 0.5962 -0.1605 0.2 0.0 -0.2 -0.74
C 1.5269 -0.8178 0.2671 -0.3 0.3 0.3 0.45
O 2.0164 -1.7857 -0.2424 0.1 -0.2 -0.2 -0.52
H 2.5250 0.6587 -0.9128 0.1 0.0 0.0 0.23
H 1.9936 1.2126 0.7000 0.0 0.1 0.1 0.23
H 0.8071 0.9658 -0.5786 0.0 0.0 0.0 0.25
H 0.8298 -0.9190 1.1246 0.0 -0.2 0.0 0.09
```
Forces are in eV/Å.

Output
E_tot = -8807.0938 eV
Molecular weight = 89.09 g mol⁻¹
Frontier orbital gap = 0.391 Eh
Relative energy (zero: lowest compared OMol25 entry of this formula, charge and spin) = 79.21 kcal per mole

Entry 3:
Here is a cluster of 2 separate species, C3H7NO2 in total in a non-equilibrium geometry from OMol25. Energies are from ωB97M-V/def2-TZVPD.

Geometry as XYZ:
```
13
Properties=species:S:1:pos:R:3:forces:R:3:nbo_charge:R:1
C 1.6216 0.1259 -1.0176 1.7 -1.3 1.6 -0.06
N 2.3841 -0.2321 -0.0232 -2.0 2.5 -0.8 -0.40
C 1.7400 -0.2383 1.3058 0.8 -1.2 0.5 -0.46
H 2.1650 0.5928 -1.8246 -0.1 -0.5 -0.8 0.17
H 0.5388 -0.0636 -1.1022 0.4 0.7 0.5 0.15
H 2.3999 -0.8297 1.9725 -0.6 0.1 -0.3 0.20
H 0.7164 -0.6479 1.3490 0.2 0.3 -0.1 0.18
H 1.7772 0.7753 1.7589 -0.2 -0.4 -0.7 0.21
O -3.2792 1.1587 0.5247 0.8 -1.2 -0.7 -0.54
C -2.9411 0.2559 -0.1974 -1.2 0.8 0.2 0.64
O -1.6916 0.1497 -0.7255 -0.9 -1.3 -1.4 -0.69
H -3.6818 -0.5362 -0.5286 0.8 0.5 0.2 0.10
H -1.7492 -0.5107 -1.4919 0.2 1.2 1.6 0.49
```
Forces are in eV/Å.

Output
E_tot = -8807.7816 eV
Molecular weight = 89.09 g mol⁻¹
Frontier orbital gap = 0.354 Eh
Relative energy (zero: lowest compared OMol25 entry of this formula, charge and spin) = 63.35 kcal per mole

Entry 4:
Here is an isolated molecule of C3H7NO2 in a non-equilibrium geometry from OMol25. Energies are from ωB97M-V/def2-TZVPD.

Geometry as XYZ:
```
13
Properties=species:S:1:pos:R:3:forces:R:3:nbo_charge:R:1
C -0.8841 -0.3846 -1.3655 0.1 0.0 -0.2 -0.65
C 0.1355 -0.1782 -0.2889 0.7 0.0 -0.6 0.23
C -0.1770 -0.6241 1.1082 0.1 0.1 -0.2 -0.14
O -0.9020 0.5986 1.3450 0.2 0.6 0.8 -0.69
N 1.0326 0.7239 -0.4768 0.3 -1.3 -1.0 -0.21
O 1.9841 0.7185 0.5633 0.1 0.4 0.1 -0.60
H -1.1051 0.5574 -1.8739 0.1 -0.2 0.0 0.24
H -0.4347 -1.0692 -2.0886 -0.2 0.0 -0.1 0.23
H -1.8164 -0.8206 -0.9911 0.3 0.1 0.0 0.23
H 0.6880 -0.7298 1.7717 -0.2 0.0 -0.2 0.20
H -0.8269 -1.5050 1.2031 0.0 0.5 -0.2 0.19
H -0.2909 1.2334 0.8816 -1.4 -0.2 1.3 0.48
H 2.6572 1.3101 0.2098 -0.1 0.0 0.1 0.48
```
Forces are in eV/Å.

Output
E_tot = -8806.7880 eV
Molecular weight = 89.09 g mol⁻¹
Frontier orbital gap = 0.382 Eh
Relative energy (zero: lowest compared OMol25 entry of this formula, charge and spin) = 86.27 kcal per mole

Entry 5:
Here is a cluster of 2 separate species, C3H7NO2 in total from OMol25. Energies are from ωB97M-V/def2-TZVPD.

Geometry as XYZ:
```
13
Properties=species:S:1:pos:R:3:forces:R:3:nbo_charge:R:1
O 1.2488 -0.6688 0.4257 0.0 -0.1 0.5 -0.77
C 1.6226 0.4191 -0.3333 -0.2 0.1 -0.2 -0.17
C 0.6050 0.1641 -1.3545 0.0 0.1 -0.2 0.10
O -1.3589 -0.3002 -0.7395 0.2 0.0 0.2 -0.61
C -1.7611 -0.3089 0.4396 0.0 0.1 0.2 0.53
N -0.9854 -0.2041 1.5046 -0.1 -0.1 -0.2 -0.81
H 0.0658 -0.3492 1.2719 0.1 0.0 -0.1 0.45
H 1.4965 1.4061 0.1514 0.0 -0.2 0.0 0.16
H 2.6569 0.3839 -0.7349 -0.2 0.0 0.0 0.18
H -0.0440 0.9203 -1.7791 0.1 -0.1 0.0 0.20
H 0.6907 -0.7750 -1.8860 0.0 0.1 0.1 0.21
H -2.8459 -0.3926 0.6113 0.1 0.0 0.0 0.14
H -1.3910 -0.2947 2.4228 0.0 0.0 -0.2 0.39
```
Forces are in eV/Å.

Output
E_tot = -8806.1349 eV
Molecular weight = 89.09 g mol⁻¹
Frontier orbital gap (alpha / beta) = 0.312 / 0.311 Eh
Relative energy (zero: lowest compared OMol25 entry of this formula, charge and spin) = 101.33 kcal per mole

Entry 6:
Here is a cluster of 2 separate species, C3H7NO2 in total in a non-equilibrium geometry from OMol25. Energies are from ωB97M-V/def2-TZVPD.

Geometry as XYZ:
```
13
Properties=species:S:1:pos:R:3:forces:R:3:nbo_charge:R:1
C -1.6952 0.0813 -1.4802 0.4 -0.2 -0.1 -0.49
C -1.8160 -0.7397 -0.4543 -0.5 0.1 0.5 0.12
O -0.9626 -1.7660 -0.1117 -0.2 0.2 -0.6 -0.70
H -0.9025 -0.0337 -2.2081 0.0 0.0 0.0 0.21
H -2.3658 0.9194 -1.5806 -0.1 0.0 0.0 0.22
H -2.6026 -0.6084 0.2822 -0.2 0.1 -0.1 0.16
H -1.5322 -2.4438 0.2624 0.3 -0.2 0.2 0.48
N 1.5548 0.3471 1.6451 0.5 0.8 -0.6 -0.83
C 1.1919 0.7358 0.3897 0.7 -0.7 -0.2 0.51
O 1.8088 1.5689 -0.2239 0.2 0.8 -0.3 -0.61
H 2.2853 0.9157 2.0465 -0.1 -0.1 0.2 0.39
H 0.9531 -0.1466 2.2466 -0.7 -0.6 0.5 0.39
H 0.4375 0.1436 -0.1228 -0.4 -0.1 0.5 0.13
```
Forces are in eV/Å.

Output
E_tot = -8808.6831 eV
Molecular weight = 89.09 g mol⁻¹
Frontier orbital gap = 0.371 Eh
Relative energy (zero: lowest compared OMol25 entry of this formula, charge and spin) = 42.56 kcal per mole

Entry 7:
Here is an isolated molecule of C3H7NO2 in a non-equilibrium geometry from OMol25. Energies are from ωB97M-V/def2-TZVPD.

Geometry as XYZ:
```
13
Properties=species:S:1:pos:R:3:forces:R:3:nbo_charge:R:1
C -1.5034 -1.5935 1.5373 -3.3 -0.8 0.7 -0.15
N -0.5528 -0.7744 1.4250 0.0 -0.7 -0.2 -0.15
O -0.0642 -0.8231 0.1475 1.2 0.7 -0.7 -0.40
C 1.0730 0.1168 0.0151 -3.3 0.2 0.2 -0.10
C 0.5715 1.4009 -0.6858 2.7 1.3 0.4 -0.08
O 0.3589 1.2557 -2.0864 0.2 4.0 -2.2 -0.72
H -2.0214 -1.6188 2.5965 1.1 -0.1 -2.4 0.20
H -2.0417 -2.1428 0.6029 1.7 1.2 2.3 0.19
H 1.7627 -0.4015 -0.6012 0.9 -0.3 -0.4 0.20
H 1.3607 0.2811 1.0657 0.4 0.3 -0.7 0.21
H 1.4457 2.1115 -0.5121 -0.8 -0.5 -0.2 0.15
H -0.2596 1.8941 -0.2050 -0.6 -0.4 0.4 0.18
H 0.4193 2.2910 -2.6102 -0.3 -4.8 2.7 0.47
```
Forces are in eV/Å.

Output
E_tot = -8805.7058 eV
Molecular weight = 89.09 g mol⁻¹
Frontier orbital gap = 0.373 Eh
Relative energy (zero: lowest compared OMol25 entry of this formula, charge and spin) = 111.22 kcal per mole

Entry 8:
Here is a cluster of 2 separate species, C3H7NO2 in total in a non-equilibrium geometry from OMol25. Energies are from ωB97M-V/def2-TZVPD.

Geometry as XYZ:
```
13
Properties=species:S:1:pos:R:3:forces:R:3:nbo_charge:R:1
C 0.2702 0.2282 -2.2920 0.5 1.6 0.2 -0.73
C 0.8737 1.1991 -1.2570 -1.4 -0.8 -0.9 0.47
O 1.3202 0.8842 -0.1955 0.5 0.1 0.4 -0.54
H -0.4739 -0.4518 -1.8914 0.3 -0.3 0.2 0.25
H -0.2178 0.9110 -2.9898 -0.1 -0.4 -0.3 0.21
H 1.1029 -0.2487 -2.8063 -0.2 -0.4 0.0 0.24
H 0.7437 2.2521 -1.5752 0.5 0.2 0.3 0.10
N -0.3131 -0.2349 1.8740 0.2 0.2 -0.4 -0.82
C -0.9816 -1.2922 2.3593 0.3 -0.1 1.2 0.53
O -0.8739 -2.4317 1.9769 -0.2 -0.3 -0.5 -0.61
H -0.2330 0.6154 2.4032 -0.2 0.0 0.0 0.39
H 0.3635 -0.3889 1.1411 0.1 0.1 0.0 0.42
H -1.5811 -1.0418 3.2528 -0.2 0.1 -0.1 0.09
```
Forces are in eV/Å.

Output
E_tot = -8809.2504 eV
Molecular weight = 89.09 g mol⁻¹
Frontier orbital gap = 0.387 Eh
Relative energy (zero: lowest compared OMol25 entry of this formula, charge and spin) = 29.48 kcal per mole

Entry 9:
Here is an isolated molecule of C3H7NO2 from OMol25. Energies are from ωB97M-V/def2-TZVPD.

Geometry as XYZ:
```
13
Properties=species:S:1:pos:R:3:forces:R:3:nbo_charge:R:1
C -2.0067 -0.0069 -0.4303 -0.1 0.0 -0.3 -0.41
N -1.1692 0.2689 0.7165 0.1 0.0 0.1 -0.63
C 0.1849 0.1527 0.7799 -0.1 0.0 0.1 0.89
O 0.8126 0.1979 1.8156 -0.1 0.0 0.0 -0.66
O 0.7419 0.0077 -0.4417 -0.1 0.0 0.0 -0.53
C 2.1602 -0.1380 -0.4517 0.4 -0.1 0.0 -0.27
H -2.7623 0.7717 -0.5653 0.1 0.0 0.1 0.20
H -2.5204 -0.9689 -0.3381 0.1 0.0 0.0 0.19
H -1.3948 -0.0361 -1.3293 0.0 0.0 0.1 0.23
H -1.5895 0.2821 1.6315 0.0 0.0 -0.1 0.40
H 2.5373 -0.1368 0.5709 0.0 0.0 -0.2 0.22
H 2.6043 0.6870 -1.0136 -0.1 -0.1 0.1 0.18
H 2.4016 -1.0814 -0.9444 0.0 0.1 0.0 0.18
```
Forces are in eV/Å.

Output
E_tot = -8809.9134 eV
Molecular weight = 89.09 g mol⁻¹
Frontier orbital gap = 0.392 Eh
Relative energy (zero: lowest compared OMol25 entry of this formula, charge and spin) = 14.19 kcal per mole

Entry 10:
Here is an isolated molecule of C3H7NO2 from OMol25. Energies are from ωB97M-V/def2-TZVPD.

Geometry as XYZ:
```
13
Properties=species:S:1:pos:R:3:forces:R:3:nbo_charge:R:1
C -0.0676 1.4372 -0.9291 -0.1 0.4 -0.2 -0.43
N -0.8619 0.2262 -0.7471 0.1 -0.4 0.2 -0.60
C -0.1422 -1.0120 -0.4032 0.0 0.8 -0.3 -0.33
C 0.6272 -0.8017 0.8810 -0.3 0.2 0.6 0.77
O 1.7027 -0.2753 0.9761 0.1 -0.3 -0.1 -0.59
O -0.1384 -1.1150 1.9609 -0.1 -0.5 0.1 -0.71
H -0.3655 1.9326 -1.8537 0.2 -0.1 -0.2 0.19
H 0.9989 1.2179 -0.9537 0.0 0.0 -0.1 0.21
H -0.2227 2.2018 -0.1622 0.0 -0.3 0.3 0.19
H -1.5583 0.3459 -0.0264 -0.2 0.2 -0.1 0.36
H 0.5670 -1.2753 -1.1765 0.2 0.1 -0.3 0.21
H -0.9023 -1.7769 -0.3627 0.0 -0.4 0.4 0.22
H 0.3629 -1.1055 2.7964 0.1 0.4 -0.5 0.50
```
Forces are in eV/Å.

Output
E_tot = -8809.4491 eV
Molecular weight = 89.09 g mol⁻¹
Frontier orbital gap = 0.357 Eh
Relative energy (zero: lowest compared OMol25 entry of this formula, charge and spin) = 24.90 kcal per mole